No. 1
{
  "formula": "C22H31F5MoN10O3S5SbTe",
  "method": "the ωB97M-V functional and the def2-TZVPD basis",
  "orbital_gap_ev": [4.8, 4.3],
  "relative_energy_ev": 0.000,
  "total_charge": 0,
  "spin_multiplicity": 2,
  "species": ["Mo", "S", "Sb", "S", "S", "N", "C", "C", "C", "C", "C", "C", "S", "O", "O", "N", "C", "N", "C", "C", "C", "N", "H", "H", "H", "H", "H", "H", "H", "H", "H", "C", "C", "C", "C", "N", "C", "S", "N", "H", "H", "H", "H", "H", "N", "C", "C", "N", "H", "H", "H", "H", "H", "H", "H", "H", "H", "C", "C", "C", "C", "N", "N", "C", "H", "H", "H", "H", "H", "H", "H", "H", "F", "Te", "F", "F", "F", "F", "O"],
  "positions_angstrom": [[0.12773, 1.06958, 0.99957], [-2.69290, -3.84359, 1.89283], [-2.36214, -3.04901, -0.19433], [1.13286, -1.71815, -1.30177], [-0.04702, -1.36549, 0.23865], [7.60193, -1.76944, 4.41208], [6.41295, -1.11765, 4.19879], [6.37752, 0.27856, 4.10402], [5.19249, 0.93272, 3.84403], [4.02856, 0.20190, 3.68524], [4.03888, -1.17856, 3.76060], [5.22562, -1.83691, 4.01377], [2.50438, 1.07695, 3.44546], [2.77279, 2.47337, 3.24457], [1.57128, 0.72649, 4.47582], [1.83157, 0.52662, 2.01209], [2.62419, 0.74729, 0.95577], [3.93665, 0.67151, 0.95990], [4.55558, 0.94604, -0.18297], [3.87320, 1.31839, -1.33316], [2.49141, 1.36968, -1.25713], [1.85505, 1.07154, -0.12560], [8.35745, -1.22187, 4.79015], [7.56051, -2.72212, 4.73433], [7.29252, 0.83820, 4.23182], [5.14388, 2.00583, 3.75877], [3.11602, -1.72439, 3.62905], [5.25121, -2.91512, 4.07154], [5.63226, 0.86646, -0.15306], [4.38848, 1.56043, -2.24793], [1.87262, 1.67671, -2.09322], [-4.37263, 4.06190, 1.59589], [-3.11927, 4.24952, 0.81994], [-3.11732, 4.76899, -0.47432], [-1.89714, 4.83880, -1.11901], [-0.76376, 4.43634, -0.55886], [-0.85439, 3.95757, 0.66702], [0.63639, 3.44654, 1.46745], [-1.97174, 3.87881, 1.38296], [-5.16290, 4.70081, 1.21081], [-4.21553, 4.24756, 2.65506], [-4.68021, 3.02359, 1.47228], [-4.03268, 5.08585, -0.94769], [-1.80631, 5.23295, -2.12385], [-0.98636, -2.37310, -3.44162], [-0.45135, -1.45640, -4.46912], [-1.01148, -0.05518, -4.21162], [-0.79291, 0.32344, -2.82089], [-1.08847, -3.33484, -3.76567], [-1.92474, -1.97656, -3.11353], [-0.33490, -2.33524, -2.61436], [-0.75150, -1.78653, -5.46401], [0.64035, -1.45246, -4.40343], [-2.09418, -0.05349, -4.37376], [-0.55108, 0.65019, -4.91826], [-1.20742, 1.23537, -2.65389], [0.20335, 0.37983, -2.61389], [-2.64058, 2.85306, 5.28683], [-1.94006, 1.79633, 4.51712], [-1.59320, 0.49608, 4.84964], [-0.92874, -0.01818, 3.74048], [-0.87045, 0.92120, 2.77826], [-1.48997, 2.01241, 3.27986], [-0.40211, -1.39582, 3.59947], [-3.68752, 2.59029, 5.42563], [-2.58273, 3.80347, 4.76320], [-2.18705, 2.96331, 6.26964], [-1.77356, -0.01119, 5.77442], [-1.72040, 2.82302, 2.65752], [-0.10212, -1.76123, 4.57785], [0.46304, -1.42476, 2.93584], [-1.18355, -2.05523, 3.20521], [-3.10313, -1.23514, -2.50581], [-2.39524, 0.01192, -0.67449], [-3.17226, 1.40131, 0.48036], [-4.25562, -0.59685, -0.36646], [-2.37102, -0.67014, 1.36222], [-3.20097, 1.28811, -1.95576], [-0.87355, 1.43405, -0.27295]],
  "forces_ev_per_angstrom": [[0.4, 0.0, 3.1], [0.2, 0.3, -2.2], [0.0, -0.5, 3.2], [0.5, -0.3, 0.3], [0.2, -1.3, 0.0], [0.4, -0.2, 0.0], [-0.5, 0.2, -0.2], [0.0, -0.1, 0.0], [-0.1, 0.0, 0.1], [-0.5, 0.2, 0.1], [0.0, 0.1, 0.1], [0.1, 0.1, 0.0], [-0.6, 0.4, 0.3], [0.7, -0.2, 0.2], [0.4, -0.4, 0.1], [1.7, -0.5, 1.9], [0.8, 0.1, -1.7], [0.3, 0.0, -0.3], [-0.3, 0.1, -0.1], [0.1, -0.1, 0.1], [-0.4, 0.0, 0.4], [2.1, 0.3, -0.5], [0.0, -0.1, 0.0], [0.0, 0.1, 0.0], [0.1, 0.1, 0.0], [0.1, 0.2, 0.0], [-0.1, -0.1, 0.0], [0.0, -0.1, 0.0], [0.2, 0.0, -0.1], [0.0, 0.0, 0.0], [0.1, 0.0, 0.0], [-0.1, -0.1, -0.1], [0.2, 0.2, -0.5], [0.1, -0.1, 0.2], [-0.2, 0.0, 0.1], [0.2, 0.1, -0.5], [0.5, 0.3, 0.5], [0.1, 0.0, -0.1], [-0.5, 0.2, 0.0], [-0.1, 0.1, 0.1], [0.0, 0.1, 0.1], [0.0, -0.1, 0.0], [-0.1, 0.0, -0.1], [-0.1, 0.0, -0.1], [0.0, -0.2, 0.0], [0.0, 0.7, -0.4], [-0.1, -0.1, -0.1], [0.7, 0.4, -0.3], [0.1, 0.2, 0.1], [-0.7, 0.2, 0.3], [-0.3, -0.3, -0.3], [0.1, -0.1, 0.1], [-0.1, -0.1, 0.0], [0.1, 0.0, 0.0], [-0.1, -0.2, 0.0], [0.1, 0.1, -0.1], [-0.2, 0.1, 0.0], [-0.1, 0.0, 0.0], [0.3, -0.2, -0.5], [0.1, -0.1, -0.3], [-0.4, 0.1, 0.2], [-0.5, 0.2, 1.0], [-0.3, 0.1, 0.8], [0.0, -0.1, -0.1], [-0.1, 0.0, 0.0], [0.0, 0.1, 0.0], [0.0, 0.0, 0.0], [0.0, -0.1, 0.2], [0.2, -0.1, 0.0], [0.1, 0.0, 0.1], [-0.1, -0.1, 0.1], [0.1, 0.1, 0.0], [0.7, -0.9, -0.2], [-6.4, 2.7, 0.6], [0.5, -0.3, -0.6], [1.0, -0.6, -0.3], [0.2, -0.9, -1.1], [1.0, -0.5, 0.4], [-1.7, 1.0, -3.9]]
}

No. 2
{
  "formula": "C22H31N2O8PS",
  "method": "the ωB97M-V functional and the def2-TZVPD basis",
  "orbital_gap_ev": 7.3,
  "smiles": "CC(C)C[C@H]1OS(=O)(=O)O[C@]1(COc1ccccc1)CP(=O)(O)O.c1cc[nH]c1.c1cc[nH]c1",
  "total_charge": 0,
  "species": ["C", "C", "C", "C", "C", "O", "S", "O", "O", "O", "C", "C", "O", "C", "C", "C", "C", "C", "C", "C", "P", "O", "O", "O", "H", "H", "H", "H", "H", "H", "H", "H", "H", "H", "H", "H", "H", "H", "H", "H", "H", "H", "H", "H", "H", "C", "C", "C", "N", "C", "H", "H", "H", "H", "H", "C", "C", "C", "N", "C", "H", "H", "H", "H", "H"],
  "positions_angstrom": [[-3.36883, -3.40903, 0.00173], [-2.89077, -3.58227, 1.57647], [-4.07006, -3.01208, 2.56200], [-1.38453, -3.01839, 1.89154], [-1.31808, -1.48614, 2.46875], [-0.13521, -1.57602, 3.38795], [0.87367, -0.20949, 3.25621], [2.21294, -0.68987, 2.62894], [1.34932, 0.43309, 4.58116], [-0.22545, 0.68341, 2.25094], [-1.11699, -0.21940, 1.44915], [-0.24814, -0.38541, 0.07150], [-0.77066, -1.37102, -0.88713], [0.28165, -1.45875, -1.94251], [0.01341, -0.83803, -3.46874], [1.19143, -0.89645, -4.61524], [2.70134, -1.55924, -4.38171], [2.95883, -2.20690, -2.87293], [1.76924, -2.15022, -1.71330], [-2.52025, 0.62336, 1.45955], [-3.06488, 1.33090, -0.22687], [-4.47018, 2.07662, 0.03810], [-3.39178, 0.13914, -1.45867], [-1.99859, 2.61070, -0.83973], [-2.48657, -3.35883, -0.76530], [-3.96876, -4.40784, -0.25840], [-4.14276, -2.53421, -0.07371], [-2.84766, -4.76104, 1.76162], [-3.81991, -3.17315, 3.69354], [-5.05587, -3.64489, 2.34854], [-4.36486, -1.89070, 2.38993], [-0.72112, -3.22574, 0.94786], [-0.94359, -3.71657, 2.75373], [-2.14202, -1.11079, 3.23233], [0.87306, -0.55108, 0.38783], [-0.26465, 0.66559, -0.49410], [-1.03761, -0.36658, -3.68085], [0.94941, -0.43852, -5.66448], [3.55427, -1.57329, -5.18342], [4.01837, -2.68807, -2.62859], [2.07981, -2.61422, -0.65963], [-3.44527, 0.02404, 1.89567], [-2.38163, 1.55329, 2.18950], [-3.30566, -0.74239, -0.99060], [-2.59716, 3.34221, -1.22878], [1.70272, 3.29541, -8.41489], [0.81932, 2.20531, -8.60071], [0.18089, 1.98516, -7.40077], [0.65160, 2.90113, -6.49626], [1.57597, 3.70785, -7.10721], [2.35951, 3.73321, -9.15535], [0.66497, 1.64198, -9.51193], [-0.56512, 1.25623, -7.11354], [0.36148, 2.97129, -5.52954], [2.06428, 4.50318, -6.56020], [5.16895, 2.58739, 6.96593], [4.49688, 3.45071, 7.86384], [3.14555, 3.28969, 7.65426], [2.97888, 2.36305, 6.65814], [4.20716, 1.92518, 6.23610], [6.23898, 2.46133, 6.86359], [4.94986, 4.11756, 8.58606], [2.29063, 3.75492, 8.12653], [2.08876, 2.05063, 6.29248], [4.29148, 1.18303, 5.45359]],
  "forces_ev_per_angstrom": [[-0.5, -1.2, 0.5], [-0.4, -0.5, -0.2], [-0.6, -0.8, 0.0], [-0.7, -0.9, 0.6], [0.2, -0.3, 0.6], [0.9, 2.9, -1.1], [5.7, -1.4, 1.5], [-5.6, 1.5, 0.6], [-3.9, -1.5, -4.3], [1.4, -1.7, 1.3], [0.2, -0.1, 1.1], [0.1, 1.7, 0.1], [3.5, 0.6, -1.0], [3.1, -0.3, -3.9], [3.4, -1.7, 1.3], [0.8, -1.4, 3.0], [-3.6, -0.1, 4.3], [-3.5, 2.0, -1.4], [-0.3, 1.1, -2.3], [0.7, 0.0, 0.0], [-6.2, 4.4, -1.1], [5.2, -2.8, -0.7], [1.8, 0.9, 3.4], [-2.2, -2.1, 0.4], [-1.7, 0.2, 1.6], [1.2, 2.3, 0.4], [1.6, -1.4, -0.1], [0.0, 2.6, -0.3], [-0.3, 0.4, -2.1], [2.1, 1.4, 0.4], [0.7, -2.1, 0.2], [-1.2, 0.9, 1.8], [-1.0, 1.8, -1.8], [1.2, -1.4, -1.9], [-2.3, -0.1, -0.6], [0.0, -2.0, 1.4], [2.3, -1.0, 0.3], [0.5, -0.9, 2.3], [-2.0, 0.1, 1.7], [-2.7, 1.1, -0.4], [-0.9, 1.2, -2.5], [1.9, 1.1, -1.3], [-0.3, -1.9, -1.8], [0.0, 1.0, -1.0], [0.9, -1.9, 1.1], [0.1, 0.3, 0.2], [-0.3, -0.3, 0.1], [0.0, -0.1, 0.0], [0.0, 0.0, 0.0], [0.1, 0.0, 0.0], [-0.1, -0.1, 0.1], [0.0, 0.1, 0.2], [0.1, 0.1, -0.1], [0.1, 0.0, -0.4], [-0.1, -0.1, -0.1], [0.0, -0.3, -0.3], [-0.3, 0.2, 0.2], [0.0, 0.0, 0.0], [0.1, 0.0, 0.1], [0.0, 0.0, -0.1], [-0.2, 0.0, 0.0], [-0.1, -0.1, -0.1], [0.2, -0.1, -0.1], [0.3, 0.0, 0.1], [0.0, 0.1, 0.1]]
}